1.
52
Properties=species:S:1:pos:R:3 method="wB97M-V/def2-TZVPD" spin_multiplicity=2 max_force_ev_per_a=4.76 e_lumo_ev="-12.6809 / -12.7082" e_tot_ev=-78737.2741 charge=+3
O 3.879 2.679 -4.386
H 3.671 2.666 -3.441
C 3.106 0.354 0.611
V -0.518 -0.703 0.292
C -2.239 1.970 -1.897
H 0.195 4.720 -1.675
H 3.084 1.185 -0.093
P 1.758 -0.772 0.251
H -2.046 2.595 4.879
H -2.735 0.716 3.367
H 0.262 2.654 5.810
C 1.971 -1.344 -1.435
C 0.886 0.870 4.771
H 1.913 0.916 5.124
C -0.034 1.852 5.139
H -2.007 2.946 -1.453
H -3.325 -0.417 -2.436
H 1.868 -2.144 2.270
H -1.559 1.781 -2.735
C -0.350 -2.618 -4.099
C -0.803 -0.214 3.417
H 1.822 -2.464 -3.931
H -3.382 1.924 0.970
H 1.856 -3.165 0.792
H -0.357 -3.150 -5.044
H -2.528 -2.357 -3.983
C -1.335 1.812 4.630
C 2.264 -2.245 1.248
H 3.122 2.216 -4.757
H 4.068 -0.158 0.543
H 0.607 4.337 -0.278
H 1.202 -0.960 3.650
H 2.953 -1.441 -1.892
H -3.294 -1.474 -0.994
S -1.261 -1.460 2.257
H 0.134 0.472 -0.210
C 0.501 -0.178 3.944
H -3.269 1.995 -2.278
H -4.426 1.353 -0.371
C 0.847 -2.288 -3.484
H 3.367 -2.313 1.271
C -3.615 1.073 0.317
O 0.707 5.071 -0.930
H -3.926 0.224 0.937
C -1.535 -1.604 -2.271
H 2.982 0.742 1.624
N -0.399 -1.596 -1.554
C -1.560 -2.235 -3.511
P -2.110 0.679 -0.640
C -1.731 0.777 3.791
C 0.842 -1.783 -2.153
C -2.684 -0.823 -1.646

***

2.
163
Properties=species:S:1:pos:R:3 method="wB97M-V/def2-TZVPD" spin_multiplicity=1 max_force_ev_per_a=10.73 e_lumo_ev=-3.8900 e_tot_ev=-204109.9913 charge=+1
C 1.754 4.437 -2.976
N -6.854 2.684 -1.472
O -0.869 0.595 5.839
H -6.712 2.903 0.703
O 14.336 -0.726 0.489
S -5.445 0.489 1.695
I -7.056 -0.765 -1.923
C 13.740 -3.834 -2.329
H 1.573 -0.390 1.198
O 0.702 1.990 4.073
C -6.443 2.102 -0.153
C -5.144 -1.494 -1.289
C -4.360 3.070 0.503
C 2.296 1.097 7.728
H 4.484 1.953 7.987
C -4.861 6.401 6.966
H -5.664 8.392 7.393
C 5.504 -2.420 0.102
C 4.402 -3.153 -0.580
C -8.674 -4.732 -2.996
O -4.404 -0.528 2.175
H -2.540 5.123 -1.066
O -2.510 1.676 2.686
C 3.884 -0.869 1.061
H -7.383 -3.230 -4.287
O -0.789 -8.320 -4.812
C 14.294 -2.524 -2.767
H -5.160 1.289 -2.702
O -12.332 -5.464 -4.662
C 2.524 4.160 -5.298
H -0.659 2.600 -0.852
H 13.842 -4.396 -4.138
O 13.389 -3.215 1.156
O -0.588 4.605 -2.688
O 9.717 -2.527 1.510
H -0.598 -0.832 1.550
H -1.567 -2.934 -4.944
H -5.483 4.760 0.373
H 11.996 -2.191 2.792
C 0.119 4.298 -4.911
H -7.005 -1.099 2.739
H -0.011 2.040 2.446
C -9.078 -4.082 -4.274
C 10.075 -1.448 2.297
C -4.849 5.704 4.605
C -5.753 7.964 5.320
C -1.456 -4.826 -4.865
H 6.708 -3.661 -0.677
H -9.345 -6.071 -1.400
H 8.711 1.577 3.424
O -6.320 9.174 4.961
H 14.862 -0.522 -2.086
C 0.414 0.981 6.179
C -4.559 5.430 5.879
H 2.232 -3.235 -0.852
O 10.984 1.907 4.720
O 3.629 0.117 1.745
F -4.484 3.651 1.846
C 11.266 -1.398 2.897
H 0.650 0.817 -0.811
C -10.840 -5.848 -2.884
C -2.861 -7.274 -4.429
C -1.281 1.648 -1.235
H 0.008 0.391 -2.272
H -6.165 -3.639 -1.561
C 9.085 -0.347 2.450
I -1.789 4.524 1.240
H -7.721 2.239 -1.879
H 4.620 4.158 -4.206
O -2.150 -0.224 -3.580
H -4.615 -6.135 -4.097
H -1.737 4.412 -4.537
O -3.967 4.232 6.234
H -4.810 -3.632 -0.276
O 12.730 -0.166 4.287
C 3.068 1.883 6.726
C -5.466 7.689 6.594
C -6.916 -0.663 1.627
N -2.863 4.161 -1.319
O -4.600 6.113 8.130
O -5.768 7.257 3.076
H -1.458 1.957 -2.375
O 14.579 -2.347 -3.947
H 8.811 -2.327 1.188
H 0.296 -5.967 -5.209
H -7.382 1.383 0.044
O 2.803 0.822 8.810
C 2.553 2.181 5.532
C -9.645 -5.619 -2.337
C 13.438 -4.066 -1.050
H 0.373 0.125 8.116
C -10.272 -4.314 -4.822
C -4.987 1.540 0.161
O 13.548 -4.805 -3.294
H 11.892 1.709 5.037
H -12.543 -6.683 -2.859
C 1.130 4.159 -5.770
O 8.006 -0.413 1.871
C -5.113 -3.167 -1.335
H -4.414 -3.573 -2.213
O 3.474 4.049 -6.065
C 10.637 0.841 3.910
C -3.396 0.165 -3.382
C 2.765 4.295 -3.835
O -0.855 -3.599 -5.074
O 4.660 -4.118 -1.291
H -3.596 2.206 -2.650
O 4.341 2.293 7.077
H -10.578 -3.850 -5.751
C 14.475 -1.476 -1.751
C -5.476 6.983 4.235
O -5.790 1.362 2.961
P -1.800 1.149 1.337
O -4.848 4.275 -0.252
C -11.233 -5.220 -4.175
C 2.779 -1.618 0.402
H -7.958 -0.156 1.442
C 0.930 0.680 7.372
O 4.076 4.269 -3.396
H -1.010 0.930 4.927
O -0.117 1.723 1.501
H 13.037 -5.014 -0.717
O -1.193 4.296 -5.347
C -1.406 -7.262 -4.742
C 14.170 -1.707 -0.472
C 0.361 4.461 -3.451
C -3.558 -6.141 -4.326
C -2.906 -4.837 -4.524
O -1.483 -0.478 1.854
H 1.915 4.539 -1.910
H -6.432 9.131 3.987
H -4.637 5.007 3.805
H 6.051 -0.810 1.366
O -11.759 -6.679 -2.268
C 13.642 -3.027 -0.029
C -0.759 -5.960 -4.964
N -0.278 0.550 -1.260
H -6.748 -1.646 0.972
H 0.968 4.042 -6.834
H 3.104 2.750 4.794
H -3.861 4.273 7.209
H -7.167 3.684 -1.286
C 11.638 -0.248 3.735
N -3.944 0.891 -0.807
C -2.612 1.546 -0.307
C -2.829 3.203 -0.178
O -8.170 -3.230 -4.875
O -3.468 -8.503 -4.247
O 1.487 -1.172 0.611
O -3.515 -3.778 -4.422
O 6.794 -2.882 -0.085
C -4.051 1.186 -2.288
O -7.562 -4.514 -2.527
C 5.259 -1.353 0.866
C -3.949 -0.642 -0.918
H -2.361 3.923 -2.179
I -4.680 -0.726 -4.998
C 9.448 0.792 3.308
H -2.755 -9.167 -4.371
H 14.047 -1.137 1.333
I -2.246 -2.076 -0.717
C 1.197 1.744 5.168
C 3.025 -2.682 -0.365

***

3.
49
Properties=species:S:1:pos:R:3 method="wB97M-V/def2-TZVPD" spin_multiplicity=1 max_force_ev_per_a=6.10 de_lowest_kj_mol=103.7 e_lumo_ev=2.2300 e_tot_ev=-24902.7643 charge=-1
C -0.825 1.082 2.296
H -0.062 -0.822 2.975
H 5.412 -0.150 7.091
C 4.561 0.592 7.230
H 1.358 0.620 4.042
H 0.125 1.578 4.881
C -2.989 -3.154 -5.384
H -3.095 -1.508 -4.001
C 0.743 -0.512 1.007
H -1.252 -0.937 1.698
H -0.133 3.029 2.874
C -1.010 1.016 -4.069
C 0.285 2.022 2.769
H -3.198 0.296 -5.733
O 2.342 0.799 8.276
C 0.350 -0.023 -0.380
H 1.074 2.098 2.013
C -0.617 -0.339 -4.642
H -3.453 -3.857 -4.688
H 1.663 2.315 4.412
H -2.086 1.085 -3.894
O 3.667 2.438 5.900
H -1.278 1.497 1.388
H -0.517 -0.575 -0.757
H 1.641 0.012 1.341
H -3.320 -3.411 -6.395
H 1.176 -0.171 -1.081
C -2.792 -0.689 -5.988
O 3.340 -1.227 8.720
H -1.623 1.068 3.046
C 4.059 1.242 5.843
C -0.381 -0.360 2.034
H -0.508 1.181 -3.112
C 3.330 0.007 8.122
H -0.858 -1.564 -6.392
H -1.908 -3.300 -5.328
H -4.477 -1.648 -5.067
H 4.972 1.480 7.840
H -0.953 0.151 -6.710
H -0.719 1.823 -4.748
H -0.864 -1.127 -3.925
H -3.139 -0.902 -7.006
C -3.385 -1.727 -5.032
H 1.012 -1.572 0.941
F 4.122 0.483 4.633
H 0.106 1.042 -0.379
H 0.471 -0.366 -4.761
C -1.261 -0.624 -6.000
C 0.892 1.606 4.102

***

4.
9
Properties=species:S:1:pos:R:3 method="wB97M-V/def2-TZVPD" spin_multiplicity=1 max_force_ev_per_a=4.63 de_lowest_kj_mol=478.3 e_lumo_ev="-1.1077 / -3.1490" e_tot_ev=-15245.6782
C 0.739 0.760 -0.888
H 1.121 0.548 -1.914
C 0.188 -0.369 -0.127
O 0.047 -0.350 1.158
H 1.759 0.933 -0.363
I -3.262 0.205 2.415
H 0.216 1.651 -0.878
N -0.296 -1.614 -0.345
N -0.513 -1.764 0.943